C3H11N2O | ωB97M-V/def2-TZVPD

charge: +1
LUMO energy: -3.06 eV
E_tot: -305.291112 Ha
energy above the lowest of the compared OMol25 structures with the same formula, charge and spin: 101.42 kcal per mole
max |F|: 4.86 eV/Å
orbital gap: 11.11 eV

CARTESIAN COORDINATES (ANGSTROEM)
C 0.59458 -0.40296 1.69548
C -0.96905 1.42868 1.10355
C 1.35229 -0.63778 -2.76172
N -0.73507 -0.02648 1.18962
N 0.17490 -0.31944 -2.45908
O -1.19530 -0.62108 -0.02310
H 0.70323 0.19422 2.58792
H 0.55941 -1.50522 2.03541
H 1.42511 -0.39403 1.09785
H -0.57514 1.86609 2.03257
H -0.38809 1.75487 0.20883
H -2.02979 1.62206 0.86262
H 1.72753 -0.99837 -3.69008
H 2.00895 -0.29986 -1.95289
H -0.57370 -0.54501 -0.76453
H -1.49056 -0.33279 1.79181
H -0.58929 -0.78289 -2.95425

Forces on the atoms, in the same order (eV/Å):
C -2.0630 -3.0984 3.1230
C 0.8393 0.9584 -1.3009
C 0.2608 1.6844 1.3954
N -1.0050 0.1070 -1.9873
N -1.6629 -1.5360 1.2512
O -0.7974 -0.6607 1.6170
H 0.4307 0.1359 0.1913
H -0.2859 1.6797 -0.4570
H 1.5325 0.9352 -2.2399
H -0.4974 0.1526 -0.4441
H -0.2636 0.0792 0.8638
H 0.5485 -0.1895 0.5566
H 0.1353 -0.8366 -0.5857
H 0.8720 -0.2203 -0.8059
H 1.3002 0.8400 -0.7389
H 0.3383 -0.6964 0.6264
H 0.3175 0.6654 -1.0649

C22H26Cl2N4O2 | ωB97M-V/def2-TZVPD

LUMO energy: 0.66 eV
E_tot: -2143.861439 Ha
energy above the lowest of the compared OMol25 structures with the same formula, charge and spin: 11.80 kcal per mole
max |F|: 0.82 eV/Å
orbital gap: 8.57 eV

CARTESIAN COORDINATES (ANGSTROEM)
C 1.30973 0.02750 -2.67524
C 0.61968 1.01159 -1.79661
C -0.22986 2.02340 -2.13007
C -0.70029 2.61713 -0.92623
C -1.58254 3.75757 -0.84980
N -2.53191 4.00430 -0.03528
N -2.94177 3.00167 0.82925
C -3.30334 1.76382 0.42557
O -3.22278 1.36666 -0.72118
C -3.79737 0.86108 1.55084
C -2.92238 -0.39001 1.49933
O -2.08280 -0.63010 2.34735
N -3.16972 -1.16218 0.43060
C -2.35707 -2.30946 0.07861
C -3.23418 -3.54166 -0.14761
C -2.36029 -4.74598 -0.48732
C -1.51060 -4.46389 -1.72302
C -0.65195 -3.21976 -1.51282
C -1.53078 -2.02034 -1.17479
C -0.10044 1.93744 0.11888
C -0.11881 2.20317 1.58214
N 0.71434 0.97850 -0.42043
C 1.55054 0.12739 0.32035
C 1.01189 -0.76875 1.23780
C 1.83619 -1.62478 1.94441
C 3.20532 -1.60363 1.74765
C 3.75535 -0.69234 0.85956
Cl 5.46495 -0.63385 0.64467
C 2.93822 0.18521 0.15332
Cl 3.64136 1.37723 -0.87570
H 2.22246 0.44791 -3.09786
H 0.65467 -0.24551 -3.49993
H 1.57247 -0.87114 -2.12022
H -0.53712 2.29563 -3.11969
H -1.42405 4.54250 -1.58120
H -3.27443 3.35850 1.71400
H -4.83611 0.58895 1.36189
H -3.70424 1.33056 2.52859
H -3.70486 -0.74617 -0.32089
H -1.69309 -2.49253 0.93041
H -3.82226 -3.74345 0.74953
H -3.92602 -3.34450 -0.96979
H -2.98960 -5.62104 -0.66036
H -1.70616 -4.96586 0.35925
H -0.87327 -5.32367 -1.93815
H -2.16472 -4.30891 -2.58395
H -0.07402 -3.01190 -2.41515
H 0.05246 -3.39391 -0.69548
H -0.92270 -1.12970 -1.01690
H -2.20814 -1.81318 -2.00664
H 0.88182 2.08921 1.99858
H -0.46232 3.21718 1.77072
H -0.77706 1.50751 2.10463
H -0.05301 -0.78072 1.40909
H 1.40537 -2.31387 2.65312
H 3.85497 -2.27435 2.28646

Forces on the atoms, in the same order (eV/Å):
C 0.0249 0.1089 -0.0608
C -0.0830 0.0001 -0.5113
C 0.0976 -0.0851 0.1995
C 0.4282 -0.5552 0.2837
C -0.0922 -0.2114 0.1282
N -0.4737 0.6616 -0.1068
N 0.4638 0.1639 0.2124
C -0.3945 -0.1084 0.0489
O -0.1179 0.0862 -0.0732
C 0.2373 0.0016 -0.1143
C -0.4500 0.1927 -0.0997
O 0.2877 -0.0579 0.3929
N -0.1389 -0.3083 -0.1652
C -0.0938 -0.0964 -0.1428
C 0.3114 -0.0798 0.2988
C -0.2022 0.0435 -0.2892
C 0.2302 -0.0904 0.2410
C -0.2276 0.0221 -0.2606
C 0.2405 -0.1079 0.3204
C -0.1915 0.6672 0.1259
C 0.0138 -0.0354 -0.0077
N -0.2972 0.1120 -0.2033
C 0.4047 -0.3806 0.2743
C 0.0573 0.1252 -0.1925
C 0.0663 0.0406 -0.0165
C 0.0136 0.0802 -0.0601
C -0.0823 -0.0006 -0.0181
Cl 0.1172 -0.1035 0.0723
C -0.0375 0.0709 0.0117
Cl -0.0186 0.0523 0.0600
H 0.0442 -0.0799 -0.0017
H -0.0274 -0.0885 -0.0176
H 0.0235 -0.1211 -0.0535
H -0.0399 -0.0181 -0.2691
H 0.0410 0.1470 0.0212
H 0.0153 -0.1756 -0.1901
H -0.0054 0.0656 -0.0228
H 0.0130 -0.1114 -0.0171
H 0.0562 0.0991 0.1248
H -0.0498 0.0082 -0.1077
H -0.0658 0.0623 -0.0109
H -0.0940 0.0362 -0.0475
H 0.0332 -0.0520 0.0796
H 0.0227 -0.0684 0.0709
H -0.0288 -0.0273 -0.0872
H -0.0274 -0.0258 -0.0882
H 0.1001 0.0120 0.0309
H 0.0991 -0.0008 0.0265
H -0.0245 0.1263 -0.0136
H -0.0608 0.0776 -0.0771
H 0.0372 0.0353 0.0795
H 0.0147 0.0256 0.0096
H -0.0355 -0.0021 0.1197
H -0.1715 -0.0025 -0.0226
H -0.0490 -0.0791 0.0789
H 0.0858 -0.0507 0.0371

C9H16N3O2 | ωB97M-V/def2-TZVPD

charge: +1
LUMO energy: -4.64 eV
E_tot: -666.832606 Ha
energy above the lowest of the compared OMol25 structures with the same formula, charge and spin: 155.41 kcal per mole
max |F|: 4.87 eV/Å
orbital gap: 9.41 eV

CARTESIAN COORDINATES (ANGSTROEM)
C 1.04038 1.88855 0.96731
C -2.05321 0.67275 -0.52280
C -2.20208 -0.80180 -0.10369
C -0.96779 0.73454 -1.68608
C -0.89093 -1.35566 0.47380
C 0.31750 -0.10365 -1.44205
C 0.20887 -1.35766 -0.63034
C 0.83328 3.32972 1.47348
C 1.84644 -2.76899 0.74108
N 2.13707 -0.52064 0.28454
N 1.47844 0.74475 -1.05394
N 1.41512 -1.51238 0.13200
O 1.06538 0.83457 1.55071
O 1.15708 1.92712 -0.38368
H -3.08313 0.98951 -0.88747
H -1.74440 1.38959 0.24705
H -2.95439 -0.77691 0.76141
H -2.64071 -1.34923 -0.86124
H -1.41425 0.27813 -2.59825
H -0.57619 1.74456 -1.90246
H -0.55174 -0.78682 1.31257
H -0.98810 -2.37440 0.55333
H 0.67025 -0.40247 -2.41821
H 0.07373 -2.33692 -1.23405
H -0.23145 3.73085 1.21322
H 0.99057 3.48445 2.58023
H 1.26092 3.93457 0.68857
H 0.98448 -3.16329 1.27612
H 2.59274 -2.56921 1.42540
H 2.22613 -3.50361 0.04343

Forces on the atoms, in the same order (eV/Å):
C -1.1613 0.7043 1.1541
C 0.1245 0.0423 -1.8674
C -0.0215 2.5845 4.1275
C -0.7825 -0.5216 0.2172
C -0.4755 1.3545 -2.9109
C 0.0777 1.1214 -0.9614
C -1.8995 -1.7946 0.2509
C -2.2407 -0.3474 -0.3886
C -1.7902 -0.8297 -0.1820
N -0.7377 0.6277 -2.0629
N 0.8944 -2.2082 2.5854
N 2.8649 2.0451 -0.8140
O -0.1558 1.0988 0.5550
O 0.4406 -0.7194 -0.6824
H 1.4865 -0.0401 0.1796
H -0.2038 -0.5259 0.3010
H 0.8984 -0.3676 -1.1569
H -0.6000 -1.3606 -1.7105
H 0.1899 0.6179 0.4912
H -0.7679 -0.3987 -0.1155
H -0.0077 -0.0003 0.6993
H -0.6177 -2.3565 1.6245
H 0.0530 -0.1762 -0.4499
H 0.2056 1.8317 0.5494
H 1.1445 -1.5005 0.8179
H 0.3328 -0.0917 -1.6066
H 1.3811 0.5959 0.6198
H 0.0345 -0.1883 -0.0491
H 1.5378 0.6367 1.3967
H -0.2041 0.1665 -0.6114

C7H9N | ωB97M-V/def2-TZVPD

LUMO energy: 0.95 eV
E_tot: -326.675854 Ha
energy above the lowest of the compared OMol25 structures with the same formula, charge and spin: 134.99 kcal per mole
max |F|: 5.33 eV/Å
orbital gap: 9.67 eV

CARTESIAN COORDINATES (ANGSTROEM)
C -0.46854 -1.70588 0.49994
C 0.10006 -1.54227 -0.93753
C 0.53969 -0.42519 -1.53892
C 0.96515 0.76508 -0.67502
C 0.23430 1.54406 0.57461
C -0.83456 0.89485 1.15800
C -1.02939 -0.43942 1.19888
H -1.30739 -2.40662 0.40131
H 0.24890 -2.49560 1.42209
H 0.02833 -2.25558 -1.70476
H 1.28791 -0.59061 -2.45562
H 1.98959 1.13099 -0.84356
H 0.75108 2.76551 -0.67171
H 0.98507 2.09566 1.16466
H -1.62199 1.43303 1.53851
H -2.06780 -0.74354 1.58508
N 0.19958 1.97553 -0.71595

Forces on the atoms, in the same order (eV/Å):
C 1.6077 -1.2708 1.3482
C -0.1796 1.5492 0.6515
C 3.4142 0.0791 1.5867
C 0.3676 1.6613 0.1960
C 4.9937 -1.8326 -0.3362
C -1.1401 -4.4041 0.7048
C -2.3473 -0.9136 -0.3784
H 0.0564 0.3470 0.0744
H -1.6040 2.6772 -3.0747
H -0.3063 -2.1016 -0.0178
H -2.4367 0.6276 1.4544
H 0.0309 -1.1977 0.4457
H 1.3609 2.0079 -1.2178
H -0.5558 -0.4837 0.4110
H -1.6462 1.4947 1.1309
H 1.6475 0.6317 -0.0527
N -3.2629 1.1285 -2.9261

C11H24FNO5PS | ωB97M-V/def2-TZVPD

charge: -1
LUMO energy: 2.51 eV
E_tot: -1703.824426 Ha
max |F|: 1.34 eV/Å
orbital gap: 6.66 eV

CARTESIAN COORDINATES (ANGSTROEM)
C 1.45994 -1.36005 1.28994
C 1.81777 -0.12726 0.94270
P 0.56164 1.05452 0.10934
N 1.49443 0.73809 -1.40303
C -0.38267 1.43853 1.71266
C -1.87675 1.79529 1.56820
C -2.75246 0.89973 0.66395
C -3.02553 1.53320 -0.70481
C -4.12255 0.73483 1.35625
S 2.09375 2.80351 0.59893
C 1.32435 4.37758 0.17662
O 3.25917 2.76982 -0.29724
O 2.48592 2.83104 2.01467
H 2.14274 -2.20730 1.24563
H 0.43988 -1.60049 1.58381
H 2.84650 0.19134 1.09212
H -0.27890 1.99767 -0.61429
H -0.28386 -0.06489 -0.18125
H 1.18403 -0.14254 -1.79426
H 1.39312 1.48301 -2.08019
H -0.31154 0.58378 2.39351
H 0.09599 2.26802 2.24190
H -1.99071 2.84881 1.28930
H -2.29782 1.71378 2.57840
H -2.32718 -0.10044 0.56795
H -3.95429 1.15470 -1.14379
H -3.16994 2.61022 -0.57187
H -2.21121 1.39319 -1.41461
H -3.98125 0.27557 2.33848
H -4.76976 0.07843 0.76925
H -4.59296 1.71288 1.48977
H 0.88345 4.25639 -0.81293
H 0.59418 4.69428 0.91934
H 2.15478 5.07938 0.09281
C 1.57904 -5.46452 -1.09349
C 2.45587 -4.94062 -2.21266
O 1.56070 -4.13898 -2.94515
C 0.59979 -3.68391 -2.07843
O -0.13721 -2.79119 -2.29295
O 0.64479 -4.40384 -0.92805
F 2.92333 -5.94043 -3.00822
H 1.05745 -6.37129 -1.40674
H 2.11495 -5.64929 -0.16688
H 3.29907 -4.33059 -1.88470

Forces on the atoms, in the same order (eV/Å):
C -0.0166 -0.2575 -0.0260
C -0.1186 0.4656 0.5172
P -0.5351 -1.2249 0.1104
N 0.2267 0.1362 0.2890
C -0.3058 0.3256 0.1306
C 0.3658 -0.3765 0.1358
C -0.8854 0.5179 0.2970
C 0.0816 -0.0095 -0.0911
C 0.4514 -0.2901 -0.0075
S 1.2689 -0.2085 -0.3070
C 0.0574 0.0996 -0.0274
O -0.1364 0.2080 -0.2370
O -0.5148 0.2917 0.2601
H 0.2788 0.1522 0.8587
H -0.2430 -0.1405 -0.8533
H 0.2023 -0.1783 -0.9424
H 0.2113 0.3126 0.1770
H -0.2998 0.1731 0.1133
H -0.1070 0.0620 -0.0863
H 0.0409 -0.0358 -0.0546
H 0.1778 -0.1138 -0.2017
H 0.0874 -0.1047 0.0316
H -0.0492 -0.0810 -0.1917
H 0.0291 0.1640 0.0030
H 0.1940 0.1105 -0.1171
H 0.1115 -0.1615 -0.0462
H 0.0424 -0.0205 -0.0419
H 0.0036 -0.0199 0.0396
H -0.1244 0.0680 0.0257
H -0.1295 0.1293 0.0140
H -0.1086 -0.0633 -0.0095
H -0.1522 0.0118 0.0895
H -0.0446 -0.0451 -0.0456
H -0.0309 0.0247 0.1762
C 0.0708 -0.0542 0.1123
C -0.0981 -0.0305 -0.0290
O 0.0791 0.1714 0.0814
C 0.1050 -0.0016 0.1681
O -0.1903 -0.0041 -0.1804
O -0.0342 -0.0424 -0.0515
F -0.0563 -0.0016 -0.0283
H 0.0635 -0.0185 -0.0784
H -0.0479 0.1435 0.0588
H 0.0797 -0.0833 -0.0357